{
  "formula": "C11H5AsCl4NO8S4W",
  "method": "wB97M-V/def2-TZVPD",
  "e_above_lowest_ev": 1.174,
  "homo_energy_ev": -6.08,
  "charge": -1,
  "gap_ev": 6.22,
  "total_energy_ha": -6815.44134,
  "species": ["W", "As", "Cl", "Cl", "Cl", "Cl", "S", "S", "S", "S", "O", "O", "O", "O", "O", "O", "O", "O", "N", "C", "C", "C", "C", "C", "C", "C", "C", "C", "C", "C", "H", "H", "H", "H", "H"],
  "xyz": [[-6.234, -12.291, 1.192], [-5.418, -9.720, 1.226], [-3.392, -11.429, 6.123], [-3.683, -13.810, 4.415], [-9.917, -13.010, 4.041], [-5.966, -12.427, 5.720], [-7.863, -11.202, 0.069], [-6.919, -8.164, 0.996], [-3.435, -9.921, 0.644], [-7.997, -13.215, -0.264], [-4.752, -12.561, 0.015], [-5.178, -19.600, 1.359], [-3.920, -18.749, -0.303], [-4.608, -10.081, 4.004], [-4.786, -11.864, 2.634], [-2.823, -13.658, -0.618], [-6.958, -10.695, 3.094], [-7.507, -12.754, 2.690], [-5.555, -14.477, 1.386], [-4.624, -18.697, 0.723], [-6.231, -15.411, 2.059], [-9.155, -11.404, 3.769], [-5.953, -16.769, 1.880], [-4.882, -17.186, 1.111], [-4.102, -16.210, 0.462], [-4.600, -11.249, 3.763], [-4.358, -12.301, 4.959], [-3.859, -13.721, -0.075], [-4.496, -14.892, 0.653], [-7.779, -11.607, 3.214], [-9.738, -10.981, 2.937], [-3.373, -16.456, -0.287], [-6.709, -17.473, 2.210], [-9.269, -10.847, 4.640], [-7.108, -15.017, 2.566]],
  "mulliken_charge": [2.212, 0.409, -0.142, -0.097, -0.200, -0.145, -0.073, -0.376, -0.306, -0.302, -0.706, -0.710, -0.696, -0.537, -0.704, -0.495, -0.510, -0.449, -0.140, 0.414, -0.172, -0.585, -0.874, 0.297, -0.849, 0.204, 0.701, 0.178, 0.753, 0.773, 0.256, 0.538, 0.401, 0.430, 0.501]
}

{
  "formula": "C11H5Cl2N3O2Pt",
  "method": "wB97M-V/def2-TZVPD",
  "e_above_lowest_ev": 1.602,
  "homo_energy_ev": -15.53,
  "charge": 2,
  "gap_ev": 4.83,
  "total_energy_ha": -1775.92264,
  "species": ["Pt", "Cl", "Cl", "O", "O", "N", "N", "N", "C", "C", "C", "C", "C", "C", "C", "C", "C", "C", "C", "H", "H", "H", "H", "H"],
  "xyz": [[-1.900, -0.946, -1.550], [1.336, -3.341, 2.425], [3.264, 1.555, 2.455], [-0.569, -2.219, 0.585], [0.566, -2.161, -4.828], [-0.689, -1.356, -2.993], [-0.646, 0.366, -0.554], [-4.425, -0.411, 0.134], [1.176, 2.237, 0.384], [-3.446, -0.576, -0.445], [-0.051, -1.768, -3.928], [2.216, -0.838, 2.354], [2.150, 0.470, 1.864], [1.325, -1.771, 1.910], [0.244, -1.406, 0.909], [0.246, 0.012, 0.379], [0.250, 2.581, -0.578], [1.183, 0.927, 0.870], [-0.638, 1.625, -1.031], [-5.303, -0.287, 0.606], [-1.364, 1.849, -1.800], [1.885, 2.971, 0.742], [2.978, -1.091, 3.080], [0.212, 3.579, -0.992]],
  "mulliken_charge": [0.684, 0.030, -0.032, -0.417, -0.389, -0.697, -0.496, -0.256, -0.649, 0.531, 0.658, -0.786, 1.148, 0.473, 0.308, 0.533, -0.723, 0.120, -0.260, 0.326, 0.445, 0.476, 0.513, 0.460]
}

{
  "formula": "C11H5DyN2O5",
  "method": "wB97M-V/def2-TZVPD",
  "e_above_lowest_ev": 0.000,
  "homo_energy_ev": [-15.96, -16.05],
  "charge": 2,
  "gap_ev": [6.14, 6.37],
  "total_energy_ha": -1792.17006,
  "spin_multiplicity": 6,
  "species": ["Dy", "O", "O", "O", "O", "O", "N", "N", "C", "C", "C", "C", "C", "C", "C", "C", "C", "C", "C", "H", "H", "H", "H", "H"],
  "xyz": [[-0.123, -1.280, -1.038], [-1.373, -4.727, -1.068], [-0.111, -1.171, -4.768], [1.217, -4.350, 0.507], [-3.664, -0.857, -0.785], [-1.291, -3.038, 1.826], [0.159, 0.676, 0.225], [1.579, 5.591, 1.991], [0.294, 3.049, -0.116], [1.247, 4.528, 1.624], [0.842, 3.221, 1.154], [0.642, 0.843, 1.485], [1.003, 2.095, 1.962], [-0.165, -1.202, -3.620], [-0.048, 1.771, -0.553], [-1.052, -3.641, -1.300], [-2.529, -1.012, -0.896], [0.840, -3.305, 0.097], [-0.763, -2.375, 1.031], [0.735, -0.069, 2.080], [0.160, 3.920, -0.750], [-0.489, 1.599, -1.544], [1.423, 2.205, 2.959], [1.469, -2.471, -0.502]],
  "mulliken_charge": [0.644, -0.113, -0.015, -0.258, -0.094, -0.199, -0.193, -0.288, -0.731, -0.285, 0.816, -0.056, -0.719, 0.257, -0.056, 0.338, 0.355, 0.541, 0.264, 0.422, 0.482, 0.464, 0.493, -0.068]
}

{
  "formula": "C11H5MnN2O5",
  "method": "wB97M-V/def2-TZVPD",
  "e_above_lowest_ev": 1.564,
  "homo_energy_ev": [-9.72, -14.40],
  "charge": 1,
  "gap_ev": [4.75, 7.67],
  "total_energy_ha": -2058.34641,
  "spin_multiplicity": 6,
  "species": ["Mn", "O", "O", "O", "O", "O", "N", "N", "C", "C", "C", "C", "C", "C", "C", "C", "C", "C", "C", "H", "H", "H", "H", "H"],
  "xyz": [[0.643, -1.188, -0.108], [-1.765, -2.909, -0.138], [1.728, -5.555, 3.769], [-0.152, -1.177, 2.730], [0.728, -1.798, -3.056], [2.974, -0.267, 1.534], [-2.138, 5.003, -2.478], [-0.063, 0.603, -0.213], [-1.142, 2.896, -1.274], [-1.355, 0.889, 0.040], [-0.795, -2.253, -0.129], [0.220, 2.636, -1.390], [-1.940, 2.019, -0.526], [0.839, -1.488, -1.941], [1.671, -4.466, 3.389], [0.761, 1.503, -0.796], [2.132, -0.689, 0.836], [-1.703, 4.066, -1.923], [0.156, -1.240, 1.599], [-1.936, 0.208, 0.671], [0.879, 3.290, -1.959], [-3.002, 2.200, -0.419], [1.433, -3.565, 2.587], [1.826, 1.282, -0.807]],
  "mulliken_charge": [0.496, -0.261, -0.269, -0.317, -0.223, -0.246, -0.359, -0.025, 0.812, -0.058, 0.131, -0.678, -0.737, 0.549, 0.187, -0.120, 0.314, -0.259, 0.210, 0.422, 0.464, 0.478, 0.065, 0.423]
}

{
  "formula": "C11H76NO26",
  "method": "wB97M-V/def2-TZVPD",
  "e_above_lowest_ev": 7.183,
  "homo_energy_ev": -12.08,
  "charge": 1,
  "gap_ev": 9.64,
  "total_energy_ha": -2474.90768,
  "species": ["O", "O", "O", "O", "O", "O", "O", "O", "O", "O", "O", "O", "O", "O", "O", "O", "O", "O", "O", "O", "O", "O", "O", "O", "O", "O", "N", "C", "C", "C", "C", "C", "C", "C", "C", "C", "C", "C", "H", "H", "H", "H", "H", "H", "H", "H", "H", "H", "H", "H", "H", "H", "H", "H", "H", "H", "H", "H", "H", "H", "H", "H", "H", "H", "H", "H", "H", "H", "H", "H", "H", "H", "H", "H", "H", "H", "H", "H", "H", "H", "H", "H", "H", "H", "H", "H", "H", "H", "H", "H", "H", "H", "H", "H", "H", "H", "H", "H", "H", "H", "H", "H", "H", "H", "H", "H", "H", "H", "H", "H", "H", "H", "H", "H"],
  "xyz": [[2.506, 0.035, -3.694], [-4.145, -3.060, -1.748], [-1.398, 0.585, 5.883], [-0.097, 3.308, 5.706], [-1.435, -5.103, -4.259], [1.839, 1.959, -1.847], [-3.262, 5.196, 1.315], [3.530, -2.488, -2.493], [3.429, -3.873, -4.100], [6.010, -0.865, 2.178], [-2.848, 0.459, -3.176], [-5.313, 5.132, -2.065], [-5.397, 3.575, 0.201], [0.286, 1.188, -4.098], [2.445, -3.418, 1.993], [-3.815, -0.658, -0.536], [-0.669, 5.070, 0.888], [5.196, -0.661, -0.617], [-0.868, -0.866, -6.775], [4.552, 3.375, 3.323], [4.408, -2.194, 4.004], [1.555, 3.956, 3.065], [0.703, -2.695, 5.781], [-3.365, -2.673, 2.289], [0.073, 4.223, -1.683], [-2.407, -3.911, 0.840], [0.262, -0.284, 1.088], [-0.118, -1.417, 0.221], [-0.393, 1.059, 0.590], [-0.157, -2.692, -2.075], [2.232, 0.472, 2.236], [1.201, -0.099, 3.278], [0.232, -1.349, -1.274], [1.727, -0.048, 0.953], [0.151, -2.750, -3.563], [-1.881, 1.018, 0.092], [-0.026, -0.562, 2.434], [-2.423, 2.338, -0.301], [1.257, -1.502, -1.502], [6.075, 0.042, 2.627], [5.427, -0.630, 0.249], [1.876, 0.662, 0.170], [-2.868, 1.342, -3.631], [0.983, -2.343, -3.724], [-0.525, -4.749, -4.157], [3.523, -3.122, -3.083], [0.812, 2.973, 5.689], [1.633, 0.170, -4.120], [-0.783, 2.613, 5.588], [3.858, -2.591, 3.463], [-2.843, -3.857, 0.048], [-0.801, -0.171, 2.850], [0.804, 4.294, 2.635], [3.547, -3.495, -4.979], [-4.116, -1.979, 2.205], [2.324, -4.342, 2.281], [-3.237, -3.193, 1.543], [3.122, -3.612, 1.235], [0.324, 3.440, -2.007], [-4.333, -3.072, -2.672], [0.984, 4.628, -1.662], [-2.504, 0.506, 0.708], [3.748, 3.560, 2.965], [0.190, 1.851, -4.625], [0.175, -3.766, -3.788], [-3.194, 2.346, -0.827], [4.765, -1.397, -0.507], [3.156, 0.017, 2.556], [-4.511, 5.315, -2.252], [2.605, 2.500, -1.653], [0.008, -1.303, -7.163], [4.882, -1.866, 3.378], [-1.365, 1.108, 6.491], [0.193, -3.351, -1.421], [3.218, -1.563, -2.844], [-4.081, -1.402, -1.090], [-1.682, 2.633, -1.118], [-1.092, -1.627, 0.295], [-1.759, 0.304, -0.705], [-5.633, 2.752, -0.278], [-0.583, 0.847, -4.023], [6.783, -1.422, 2.159], [1.697, -0.941, 3.667], [4.655, 4.340, 3.605], [0.422, -2.239, 0.343], [2.149, -1.010, 0.822], [-1.754, -1.299, -7.198], [2.302, 1.545, 2.261], [1.135, 4.015, 3.904], [-0.076, 1.838, 1.298], [3.140, -4.859, -4.358], [-3.120, 4.978, 2.215], [-3.962, 4.462, 1.064], [-2.707, 2.815, 0.647], [-1.217, -2.784, -1.989], [-5.213, 4.468, -1.399], [-1.558, -4.568, 0.608], [-5.025, -3.132, -1.442], [-1.519, 5.336, 0.864], [0.991, 0.629, 4.140], [-0.067, -1.970, 5.974], [-0.363, 4.839, -0.030], [-1.547, -5.607, -3.422], [0.124, -3.169, 5.213], [-0.382, -1.511, 2.456], [0.214, 1.408, -0.273], [-6.308, 3.973, 0.608], [-4.168, -0.581, 0.347], [-2.974, 0.513, -2.335], [3.016, 0.719, -4.234], [-0.467, -2.149, -4.376], [-0.154, -0.424, -1.846], [-2.176, 0.144, 6.068], [2.230, 1.395, -2.557]],
  "mulliken_charge": [-0.695, -0.536, -0.461, -0.645, -0.670, -0.518, -0.659, -0.787, -0.529, -0.742, -0.633, -0.595, -0.745, -0.384, -0.597, -0.555, -0.580, -0.503, -0.659, -0.596, -0.541, -0.438, -0.625, -0.632, -0.678, -0.728, 1.300, -3.177, -0.557, -1.212, -0.079, -0.313, 1.056, -0.215, -1.485, -0.694, -2.059, -1.501, 0.936, 0.328, 0.380, -0.243, 0.363, 0.565, 0.277, 0.483, 0.321, 0.307, 0.300, 0.319, 0.232, 1.054, 0.198, 0.290, 0.250, 0.248, 0.442, 0.348, 0.207, 0.250, 0.370, 0.963, 0.249, 0.153, -0.025, 1.158, 0.152, 0.078, 0.282, 0.347, 0.324, 0.326, 0.203, 1.045, 0.147, 0.363, 0.017, 1.452, -0.252, 0.338, 0.170, 0.278, 0.462, 0.312, 1.282, 0.300, 0.330, 0.074, 0.285, 0.675, 0.304, 0.357, 0.314, 0.060, 0.461, 0.370, 0.365, 0.269, 0.401, -0.174, 0.319, 0.318, 0.291, 0.294, 0.889, 0.012, 0.287, 0.205, 0.260, 0.284, 0.346, -0.759, 0.268, 0.219]
}

{
  "formula": "C11H78NO27",
  "method": "wB97M-V/def2-TZVPD",
  "e_above_lowest_ev": 3.932,
  "homo_energy_ev": -12.16,
  "charge": 1,
  "gap_ev": 9.21,
  "total_energy_ha": -2551.44690,
  "species": ["O", "O", "O", "O", "O", "O", "O", "O", "O", "O", "O", "O", "O", "O", "O", "O", "O", "O", "O", "O", "O", "O", "O", "O", "O", "O", "O", "N", "C", "C", "C", "C", "C", "C", "C", "C", "C", "C", "C", "H", "H", "H", "H", "H", "H", "H", "H", "H", "H", "H", "H", "H", "H", "H", "H", "H", "H", "H", "H", "H", "H", "H", "H", "H", "H", "H", "H", "H", "H", "H", "H", "H", "H", "H", "H", "H", "H", "H", "H", "H", "H", "H", "H", "H", "H", "H", "H", "H", "H", "H", "H", "H", "H", "H", "H", "H", "H", "H", "H", "H", "H", "H", "H", "H", "H", "H", "H", "H", "H", "H", "H", "H", "H", "H", "H", "H", "H"],
  "xyz": [[0.030, -1.215, 4.998], [-0.961, -6.595, -1.687], [-2.479, -3.087, 4.554], [-4.934, 1.826, 3.758], [-2.122, -1.920, -6.348], [1.194, 1.643, 5.357], [-3.852, -0.679, 4.271], [3.391, -1.074, 2.283], [0.201, -5.051, 0.259], [-0.681, 5.760, -1.330], [-2.272, -3.731, 0.311], [-2.981, 4.121, -1.184], [-4.312, -3.388, 2.176], [-4.767, 0.799, 0.862], [0.727, -3.293, 4.017], [0.823, 2.799, 3.695], [2.443, -6.730, -0.957], [-0.154, 0.600, -5.022], [-0.794, 4.130, -4.072], [-3.501, -4.671, -2.268], [4.913, -0.056, -2.510], [1.727, 5.639, 0.055], [2.193, 5.099, -2.892], [3.969, 4.117, 0.700], [5.031, 0.050, 0.274], [-1.224, 3.046, 2.039], [3.347, -0.189, -4.815], [0.658, 0.989, -0.454], [-1.402, -0.303, 2.711], [1.078, 2.998, -1.606], [2.092, 1.003, -0.670], [-1.177, 0.206, 1.257], [0.327, 0.392, 0.872], [0.093, -2.159, -2.898], [0.194, -3.675, -2.863], [0.408, -1.393, -1.578], [0.191, 2.413, -0.610], [2.486, 2.290, -1.480], [0.054, 0.123, -1.602], [-0.930, 4.565, -3.390], [0.180, 4.252, -4.212], [-3.066, -4.620, -3.106], [-5.326, 0.529, 1.534], [5.483, 0.774, 0.797], [0.752, -2.351, 4.401], [0.829, -1.681, -3.522], [-1.203, -1.964, -6.312], [-3.826, -2.835, 2.803], [-3.141, -1.286, 3.979], [1.311, 4.191, -1.382], [-3.073, -3.613, 0.990], [-0.407, -1.985, -0.963], [1.053, -3.923, -2.319], [-2.319, 4.788, -1.391], [2.982, -1.999, 2.150], [-0.831, 0.054, -1.707], [-2.650, -4.071, 4.617], [-0.611, 0.171, 3.379], [4.772, 4.565, 0.595], [-0.264, -5.598, -0.247], [-4.167, -5.454, -2.348], [0.481, 2.929, 0.405], [-1.553, -3.038, 4.521], [0.972, 0.948, 1.578], [-4.547, 2.330, 4.608], [-2.792, -3.979, -0.421], [4.860, 0.386, -1.549], [-3.530, 4.618, -0.549], [2.739, 0.478, -4.961], [0.547, 0.611, -2.490], [-1.174, -1.270, 2.612], [2.404, 4.975, 0.109], [1.007, -3.883, 4.644], [0.907, -0.621, 1.119], [0.067, 5.632, -0.658], [3.390, 2.824, -1.126], [-0.899, -6.884, -2.609], [2.184, 6.173, 0.802], [-1.071, 0.431, -5.071], [0.769, 2.865, -2.511], [-4.817, 0.946, 4.125], [-0.249, -1.193, 5.906], [-0.906, 3.903, 1.607], [-2.532, -0.400, 3.029], [-3.214, -0.012, 4.640], [1.933, 2.049, 5.611], [-0.243, -4.124, 0.024], [0.204, -4.322, -3.703], [1.649, -6.163, -0.725], [0.266, -0.119, -5.397], [4.346, 3.209, 0.963], [3.030, -0.908, 3.203], [-0.475, 6.494, -1.961], [1.161, 3.640, 3.716], [-2.042, -6.393, -1.631], [2.520, 1.465, 0.358], [3.080, 2.005, -2.341], [-0.852, -1.738, -3.497], [0.325, -0.221, 4.872], [-0.897, 2.552, -0.851], [-1.777, 1.028, 0.961], [-4.251, 1.587, 1.240], [1.952, 4.695, -3.751], [1.046, 1.797, 4.414], [1.574, 5.781, -2.814], [-1.969, 2.722, 1.449], [0.098, 2.799, 3.031], [-2.510, -2.671, -5.775], [-0.602, -3.919, -2.320], [2.672, 0.139, -0.928], [3.911, -0.211, -4.015], [1.485, -1.570, -1.164], [4.695, -0.264, 1.113], [-1.664, -0.637, 0.617], [4.728, -1.077, -2.340], [-5.103, -3.498, 2.727], [3.152, -6.182, -0.772]],
  "mulliken_charge": [-0.437, -0.676, -0.565, -0.610, -0.625, -0.716, -0.713, -0.740, -0.635, -0.611, -0.396, -0.579, -0.671, -0.579, -0.654, -0.490, -0.634, -0.562, -0.562, -0.637, -0.712, -0.609, -0.550, -0.590, -0.562, -0.687, -0.621, 1.368, -0.218, -0.423, 0.027, -0.710, -0.258, 0.142, -1.701, 0.957, 0.456, -0.841, -2.458, 0.293, 0.214, 0.270, 0.288, 0.322, 0.393, 0.197, 0.310, 0.377, -0.123, -0.415, 0.380, -0.636, 0.377, 0.304, 0.326, 1.900, 0.278, -0.486, 0.260, 0.411, 0.322, -0.440, 0.298, 0.333, 0.313, 0.200, 0.277, 0.322, 0.277, 0.055, 0.627, 0.145, 0.236, 0.077, 0.223, 0.619, 0.298, 0.350, 0.292, 0.735, 0.350, 0.292, 0.325, 0.414, 0.457, 0.224, 0.160, 0.498, 0.343, 0.218, 0.251, 0.297, 0.295, 0.287, 0.313, -0.274, 0.566, 0.250, 0.205, 0.421, 0.069, 0.291, 0.322, 0.529, 0.291, 0.301, 0.257, 0.315, 0.307, 0.103, 0.416, -0.076, 0.230, 0.101, 0.351, 0.317, 0.263]
}